A 2-piece molecular cluster, C20H20NO4S4 overall. Source: OMol25; level of theory: wB97M-V/def2-TZVPD.

Geometry as XYZ:
```
49
Properties=species:S:1:pos:R:3
C -3.31246 -1.19520 1.54473
C -2.56957 -2.53167 1.42086
C -1.11323 -2.38757 1.86448
N -0.41450 -1.21958 1.25306
C 0.94966 -1.26235 1.06448
S 1.74837 -2.73326 1.04108
S 1.84714 0.14439 0.93552
C -1.15800 0.06908 1.19785
C -2.60283 -0.11125 0.72253
H -4.36359 -1.29953 1.23967
H -3.33861 -0.89107 2.60017
H -3.08045 -3.31117 2.00402
H -2.59871 -2.86954 0.37774
H -1.04274 -2.28792 2.95073
H -0.55085 -3.29210 1.61219
H -1.12435 0.53400 2.18635
H -0.61786 0.74296 0.52374
H -2.59893 -0.40565 -0.33429
H -3.15912 0.83503 0.76771
C 5.93922 4.58175 -2.22933
C 5.79103 3.91326 -1.03006
C 5.34015 4.60093 0.07140
C 5.05049 5.94034 -0.01033
C 5.19938 6.61068 -1.19924
C 5.64006 5.92673 -2.31454
S 4.46233 6.75890 1.48002
O 5.59503 7.54698 2.08778
O 3.09957 7.35523 1.21959
C 4.20351 5.21484 2.32624
C 3.38140 5.13824 3.35230
C 3.06330 3.88258 4.04825
C 4.06360 3.09885 4.61497
C 3.75391 1.89882 5.21041
C 2.44837 1.45573 5.23091
C 1.44889 2.20986 4.65463
C 1.75286 3.41741 4.06998
S 5.07345 3.80603 1.65666
O 4.08889 2.68166 1.43742
O 6.34283 3.61197 2.44567
H 6.26758 4.04766 -3.10558
H 5.99432 2.85713 -0.95169
H 4.94477 7.65563 -1.24777
H 5.73058 6.44178 -3.25626
H 2.86511 6.03531 3.65872
H 5.08832 3.42504 4.53197
H 4.53778 1.29778 5.64318
H 2.21120 0.50209 5.67157
H 0.43350 1.84950 4.63719
H 0.99095 4.00325 3.58645
```

## Properties
Orbital gap   4.3 eV
Total charge   -1
LUMO   1.615 eV
Relative energy (zero: lowest compared OMol25 entry of this formula, charge and spin)   14.5 kJ/mol
Electronic energy   -74084.2975 eV
HOMO energy   -2.730 eV